{
  "formula": "C4H8N2O",
  "method": "ωB97M-V/def2-TZVPD",
  "species": ["C", "C", "C", "C", "H", "H", "H", "H", "H", "H", "H", "H", "N", "N", "O"],
  "positions_angstrom": [[0.416, -1.241, 0.230], [0.361, 0.127, 0.880], [0.813, 0.361, 2.106], [-0.359, 1.231, -1.232], [-0.866, -2.348, -0.911], [-1.359, -2.184, 0.655], [0.948, -1.904, 0.940], [1.039, -1.168, -0.667], [1.190, -0.441, 2.728], [0.788, 1.359, 2.553], [-0.548, 1.980, 0.646], [-0.880, 2.160, -1.532], [-0.935, -1.691, -0.130], [-0.223, 1.168, 0.125], [0.051, 0.418, -2.035]],
  "forces_ev_per_angstrom": [[0.25, 0.07, 0.37], [0.07, -0.19, -0.32], [-0.06, 0.35, 0.44], [0.28, -0.27, -0.25], [-0.18, 0.32, 0.37], [0.11, 0.15, -0.26], [-0.28, 0.19, -0.25], [-0.29, -0.08, 0.15], [0.00, 0.02, -0.15], [0.00, -0.32, -0.19], [0.15, -0.41, -0.27], [0.01, -0.14, -0.03], [0.36, -0.50, -0.14], [-0.15, 0.29, 0.21], [-0.27, 0.52, 0.32]],
  "lowdin_charge": [-0.24, -0.33, 0.05, -0.33, 0.08, 0.07, 0.11, 0.11, 0.06, 0.06, 0.14, 0.13, 0.01, 0.07, 0.02],
  "e_homo_ev": -8.945,
  "lumo_ev": 0.926,
  "smiles": "C=C(CN)NC=O",
  "mol_weight_g_mol": 100.1
}